# C29H49BrN2OP2Ti

A molecular structure, C29H49BrN2OP2Ti in a non-equilibrium geometry (wB97M-V/def2-TZVPD, the Open Molecules 2025 dataset).

Cartesian coordinates (Å):
N: -5.67 4.40 -4.00
C: -5.58 4.70 -2.70
C: -4.98 3.83 -1.77
C: -4.39 2.63 -2.24
C: -4.62 2.30 -3.59
C: -5.21 3.23 -4.45
C: -3.42 1.87 -1.48
Ti: -1.87 0.52 -0.27
P: 5.35 -0.73 0.35
C: -2.33 1.24 -2.16
C: -0.96 1.67 -1.74
C: 0.24 1.05 -2.17
C: 1.40 1.17 -1.41
C: 1.42 1.99 -0.25
C: 0.29 2.72 0.11
C: -0.93 2.51 -0.58
Br: 2.76 1.89 1.03
H: -3.46 2.05 -0.37
H: -2.43 0.64 -3.07
H: -4.87 4.11 -0.72
H: -4.27 1.35 -3.99
H: -5.96 5.67 -2.35
H: -5.28 3.03 -5.52
H: 0.20 0.52 -3.13
H: -1.77 3.21 -0.40
H: 2.30 0.63 -1.68
H: 0.32 3.43 0.92
P: -0.88 -1.71 -0.42
C: 5.77 1.07 0.38
C: 7.16 1.53 -0.06
H: 5.61 1.37 1.43
H: 5.01 1.57 -0.24
H: 7.22 2.62 0.07
H: 7.94 1.08 0.56
H: 7.36 1.31 -1.11
C: 4.36 -0.99 -1.16
C: 5.11 -1.99 -2.05
H: 4.23 -0.03 -1.67
H: 3.37 -1.38 -0.87
H: 4.64 -2.07 -3.03
H: 6.15 -1.67 -2.19
H: 5.14 -2.99 -1.59
C: 4.24 -1.24 1.72
C: 5.06 -1.92 2.82
H: 3.52 -1.95 1.28
H: 3.68 -0.37 2.08
H: 4.43 -2.59 3.42
H: 5.86 -2.53 2.38
H: 5.52 -1.19 3.49
C: -0.59 -2.64 1.13
C: -1.12 -4.07 1.06
H: -1.06 -2.09 1.96
H: 0.50 -2.62 1.33
H: -2.20 -4.10 1.23
H: -0.91 -4.55 0.09
H: -0.64 -4.69 1.83
C: 0.42 -2.43 -1.47
C: 0.18 -2.32 -2.97
H: 0.55 -3.48 -1.17
H: 1.34 -1.90 -1.19
H: -0.83 -2.63 -3.26
H: 0.35 -1.30 -3.31
H: 0.89 -2.97 -3.49
C: -2.55 -2.29 -0.99
C: -3.69 -1.79 -0.09
H: -2.50 -3.39 -1.01
H: -2.69 -1.94 -2.02
H: -3.96 -0.72 -0.27
H: -4.59 -2.37 -0.33
H: -3.51 -1.95 0.98
C: -2.47 0.21 4.95
N: -2.43 0.79 3.61
C: -3.64 1.40 3.07
C: -1.39 0.61 2.81
C: -0.09 0.09 3.32
O: -1.57 0.89 1.57
H: -3.44 0.46 5.38
H: -1.66 0.61 5.57
H: -2.36 -0.89 4.92
H: -3.41 2.41 2.68
H: -4.08 0.80 2.26
H: -4.34 1.48 3.90
H: -0.15 -1.01 3.45
H: 0.71 0.32 2.60
H: 0.16 0.54 4.29

Values from the calculation:
charge: +2
relative energy (zero: lowest compared OMol25 entry of this formula, charge and spin): 0.0000 eV
frontier orbital gap (alpha / beta): 4.9 / 4.5 eV
<S²>: 2.062
multiplicity: 3
E: -5424.71343 Eh



# C29H49ClN2O9P

2 unconnected molecules or ions with the total composition C29H49ClN2O9P in a non-equilibrium geometry (wB97M-V/def2-TZVPD, the Open Molecules 2025 dataset).

Cartesian coordinates (Å):
C: -3.22 3.84 0.37
C: -2.51 3.28 1.65
C: -2.32 4.34 2.80
C: -1.28 3.74 3.85
C: 0.17 4.02 3.24
C: 1.24 2.91 3.57
N: 1.61 2.08 2.39
C: 1.15 0.87 2.10
C: 0.17 0.07 2.97
C: -1.29 -0.02 2.33
O: -2.24 -0.04 3.41
C: 1.76 0.41 0.74
C: 0.80 1.02 -0.39
C: -0.26 0.02 -0.99
C: 0.28 -0.52 -2.37
Cl: 0.05 0.81 -3.61
C: 2.36 -1.04 0.58
C: 1.36 -2.24 0.85
C: 1.24 -3.24 -0.39
N: -0.18 -3.27 -0.84
C: -0.88 -4.51 -0.43
C: -1.21 -4.55 1.09
C: -2.22 -3.68 1.70
C: -2.57 -3.73 3.11
C: -1.90 -4.68 4.00
C: -0.88 -5.52 3.42
C: -0.52 -5.47 2.00
O: 0.48 -6.33 1.60
C: 3.08 1.33 0.56
C: 2.58 2.57 1.39
O: 3.78 2.93 2.16
P: 2.28 4.17 0.48
O: 0.99 4.24 -0.26
O: 2.39 5.47 1.50
O: 3.50 4.35 -0.63
H: -3.47 2.95 -0.29
H: -4.19 4.36 0.55
H: -2.54 4.48 -0.26
H: -3.03 2.39 2.10
H: -1.48 2.96 1.33
H: -3.28 4.66 3.28
H: -1.87 5.28 2.35
H: -1.41 2.63 3.92
H: -1.39 4.24 4.84
H: 0.52 4.98 3.71
H: 0.02 4.23 2.15
H: 0.82 2.28 4.40
H: 2.13 3.42 4.01
H: 0.56 -0.98 3.05
H: 0.05 0.44 4.01
H: -1.44 0.84 1.65
H: -1.46 -0.96 1.75
H: -1.91 -0.65 4.10
H: 1.37 1.54 -1.21
H: 0.21 1.84 0.12
H: -1.17 0.65 -1.24
H: -0.62 -0.77 -0.29
H: 1.34 -0.84 -2.30
H: -0.42 -1.33 -2.69
H: 3.24 -1.14 1.28
H: 2.79 -1.14 -0.45
H: 1.82 -2.86 1.67
H: 0.35 -1.93 1.22
H: 1.89 -2.95 -1.25
H: 1.57 -4.28 -0.09
H: -0.13 -3.32 -1.86
H: -1.85 -4.53 -1.00
H: -0.30 -5.40 -0.78
H: -2.78 -2.94 1.07
H: -3.35 -3.06 3.53
H: -2.19 -4.71 5.07
H: -0.34 -6.24 4.08
H: 0.44 -6.49 0.64
H: 3.99 0.86 1.03
H: 3.38 1.49 -0.51
H: 3.93 2.16 2.74
H: 1.70 6.10 1.20
H: 3.76 5.29 -0.57
C: -1.02 -0.43 -8.88
C: -0.42 -0.87 -7.57
C: 0.91 -1.54 -7.70
O: 0.95 -2.36 -6.53
C: -0.35 -2.65 -6.21
O: -0.68 -3.45 -5.40
O: -1.21 -1.89 -6.95
H: -2.06 -0.13 -8.74
H: -0.47 0.41 -9.31
H: -1.03 -1.25 -9.60
H: -0.38 -0.02 -6.87
H: 1.74 -0.84 -7.70
H: 0.99 -2.19 -8.57

Values from the calculation:
charge: +1
frontier orbital gap: 6.9 eV
E: -2722.39641 Eh



Please write out number 2 again, unchanged.
# C29H49ClN2O9P

2 unconnected molecules or ions with the total composition C29H49ClN2O9P in a non-equilibrium geometry (wB97M-V/def2-TZVPD, the Open Molecules 2025 dataset).

Cartesian coordinates (Å):
C: -3.22 3.84 0.37
C: -2.51 3.28 1.65
C: -2.32 4.34 2.80
C: -1.28 3.74 3.85
C: 0.17 4.02 3.24
C: 1.24 2.91 3.57
N: 1.61 2.08 2.39
C: 1.15 0.87 2.10
C: 0.17 0.07 2.97
C: -1.29 -0.02 2.33
O: -2.24 -0.04 3.41
C: 1.76 0.41 0.74
C: 0.80 1.02 -0.39
C: -0.26 0.02 -0.99
C: 0.28 -0.52 -2.37
Cl: 0.05 0.81 -3.61
C: 2.36 -1.04 0.58
C: 1.36 -2.24 0.85
C: 1.24 -3.24 -0.39
N: -0.18 -3.27 -0.84
C: -0.88 -4.51 -0.43
C: -1.21 -4.55 1.09
C: -2.22 -3.68 1.70
C: -2.57 -3.73 3.11
C: -1.90 -4.68 4.00
C: -0.88 -5.52 3.42
C: -0.52 -5.47 2.00
O: 0.48 -6.33 1.60
C: 3.08 1.33 0.56
C: 2.58 2.57 1.39
O: 3.78 2.93 2.16
P: 2.28 4.17 0.48
O: 0.99 4.24 -0.26
O: 2.39 5.47 1.50
O: 3.50 4.35 -0.63
H: -3.47 2.95 -0.29
H: -4.19 4.36 0.55
H: -2.54 4.48 -0.26
H: -3.03 2.39 2.10
H: -1.48 2.96 1.33
H: -3.28 4.66 3.28
H: -1.87 5.28 2.35
H: -1.41 2.63 3.92
H: -1.39 4.24 4.84
H: 0.52 4.98 3.71
H: 0.02 4.23 2.15
H: 0.82 2.28 4.40
H: 2.13 3.42 4.01
H: 0.56 -0.98 3.05
H: 0.05 0.44 4.01
H: -1.44 0.84 1.65
H: -1.46 -0.96 1.75
H: -1.91 -0.65 4.10
H: 1.37 1.54 -1.21
H: 0.21 1.84 0.12
H: -1.17 0.65 -1.24
H: -0.62 -0.77 -0.29
H: 1.34 -0.84 -2.30
H: -0.42 -1.33 -2.69
H: 3.24 -1.14 1.28
H: 2.79 -1.14 -0.45
H: 1.82 -2.86 1.67
H: 0.35 -1.93 1.22
H: 1.89 -2.95 -1.25
H: 1.57 -4.28 -0.09
H: -0.13 -3.32 -1.86
H: -1.85 -4.53 -1.00
H: -0.30 -5.40 -0.78
H: -2.78 -2.94 1.07
H: -3.35 -3.06 3.53
H: -2.19 -4.71 5.07
H: -0.34 -6.24 4.08
H: 0.44 -6.49 0.64
H: 3.99 0.86 1.03
H: 3.38 1.49 -0.51
H: 3.93 2.16 2.74
H: 1.70 6.10 1.20
H: 3.76 5.29 -0.57
C: -1.02 -0.43 -8.88
C: -0.42 -0.87 -7.57
C: 0.91 -1.54 -7.70
O: 0.95 -2.36 -6.53
C: -0.35 -2.65 -6.21
O: -0.68 -3.45 -5.40
O: -1.21 -1.89 -6.95
H: -2.06 -0.13 -8.74
H: -0.47 0.41 -9.31
H: -1.03 -1.25 -9.60
H: -0.38 -0.02 -6.87
H: 1.74 -0.84 -7.70
H: 0.99 -2.19 -8.57

Values from the calculation:
charge: +1
frontier orbital gap: 6.9 eV
E: -2722.39641 Eh